Formula: C52H144N4O31
Source: the OMol25 dataset
Level of theory: ωB97M-V with the def2-TZVPD basis set

Computed properties:
largest force on an atom	0.042	Eh/bohr
HOMO level	-8.514	eV

Structure (ORCA input):
```
! RIJCOSX wB97M-V def2-TZVPD def2/J DEFGRID3
* xyz 0 1
C 5.38 0.92 5.49
C 4.45 1.57 6.50
O 4.20 2.95 6.17
H 6.34 1.44 5.52
H 4.98 0.97 4.48
H 5.60 -0.12 5.75
H 5.00 1.61 7.45
H 3.50 1.06 6.68
H 5.00 3.45 6.36
C -2.87 4.56 -1.41
C -1.41 4.78 -1.12
O -1.16 4.76 0.25
H -3.42 5.47 -1.18
H -3.24 3.71 -0.83
H -2.99 4.31 -2.47
H -1.15 5.75 -1.56
H -0.76 4.01 -1.56
H -0.64 5.54 0.46
C 2.28 -0.79 -3.29
C 2.59 0.49 -2.59
O 3.44 1.24 -3.41
H 3.17 -1.31 -3.63
H 1.67 -0.57 -4.18
H 1.63 -1.42 -2.67
H 3.13 0.28 -1.64
H 1.66 1.02 -2.34
H 3.48 2.15 -3.10
C 6.75 -2.95 5.47
C 5.43 -3.71 5.28
O 5.47 -4.28 3.98
H 6.87 -2.41 6.41
H 6.90 -2.23 4.66
H 7.58 -3.66 5.44
H 4.55 -3.07 5.36
H 5.30 -4.50 6.02
H 6.28 -4.80 3.91
C 5.95 0.75 1.00
C 6.67 1.52 -0.12
O 6.16 2.84 -0.14
H 4.89 0.65 0.79
H 6.09 1.26 1.95
H 6.37 -0.26 1.07
H 6.54 1.00 -1.08
H 7.73 1.57 0.13
H 6.84 3.37 -0.57
C 3.22 -0.99 3.40
O 2.15 -0.14 3.03
C 1.97 0.07 1.66
C 0.55 0.59 1.48
N 0.24 0.59 0.04
C -1.09 1.08 -0.29
C -1.32 1.13 -1.83
O -1.50 -0.17 -2.42
C -1.43 -0.28 -3.83
H 4.22 -0.57 3.18
H 3.12 -1.99 2.97
H 3.16 -1.15 4.48
H 2.10 -0.86 1.06
H 2.75 0.77 1.33
H 0.44 1.59 1.92
H -0.12 -0.11 2.01
H 0.30 -0.39 -0.26
H -1.16 2.11 0.10
H -1.92 0.53 0.20
H -0.51 1.65 -2.35
H -2.23 1.71 -2.05
H -1.62 -1.32 -4.09
H -0.41 -0.04 -4.17
H -2.10 0.39 -4.39
C -5.94 -1.82 -7.87
O -5.05 -0.77 -8.15
C -3.99 -1.02 -9.09
C -2.84 -2.02 -8.70
N -2.26 -1.58 -7.40
C -1.18 -2.46 -6.97
C -1.66 -3.92 -6.76
O -2.89 -3.91 -6.13
C -3.58 -5.16 -6.14
H -6.97 -1.45 -7.85
H -5.72 -2.33 -6.92
H -5.93 -2.62 -8.63
H -3.54 -0.03 -9.24
H -4.47 -1.33 -10.03
H -2.07 -1.95 -9.48
H -3.22 -3.05 -8.66
H -3.04 -1.77 -6.75
H -0.81 -2.04 -6.03
H -0.33 -2.46 -7.66
H -0.94 -4.58 -6.23
H -1.73 -4.36 -7.78
H -3.78 -5.47 -7.18
H -4.50 -5.11 -5.57
H -2.93 -5.95 -5.73
C -0.58 -3.56 -2.60
O 0.29 -4.51 -2.04
C 0.22 -4.38 -0.61
C 1.16 -5.33 0.08
N 2.55 -4.95 -0.15
C 2.93 -3.62 0.38
C 4.45 -3.25 0.22
O 4.85 -3.03 -1.15
C 6.03 -2.18 -1.20
H -0.47 -2.53 -2.24
H -1.61 -3.91 -2.40
H -0.48 -3.53 -3.69
H -0.80 -4.69 -0.30
H 0.32 -3.33 -0.28
H 0.99 -6.28 -0.45
H 0.83 -5.50 1.11
H 2.56 -4.85 -1.17
H 2.60 -3.62 1.43
H 2.35 -2.85 -0.16
H 5.02 -4.09 0.62
H 4.72 -2.35 0.79
H 5.82 -1.14 -0.92
H 6.43 -2.16 -2.22
H 6.84 -2.57 -0.56
C -4.89 0.85 1.75
O -5.00 0.96 0.35
C -5.67 2.14 -0.18
C -5.93 1.89 -1.68
N -6.71 0.66 -1.95
C -6.79 0.34 -3.37
C -5.50 -0.39 -3.90
O -5.16 -1.60 -3.13
C -4.03 -2.39 -3.56
H -5.86 0.96 2.28
H -4.22 1.65 2.12
H -4.46 -0.10 2.03
H -4.99 2.99 -0.04
H -6.60 2.35 0.37
H -4.92 1.85 -2.16
H -6.45 2.77 -2.07
H -6.13 -0.08 -1.54
H -6.92 1.22 -4.00
H -7.63 -0.33 -3.55
H -4.63 0.29 -3.90
H -5.67 -0.66 -4.96
H -3.71 -2.11 -4.56
H -4.34 -3.43 -3.57
H -3.19 -2.29 -2.86
C -2.83 -2.20 5.97
C -2.98 -2.13 4.39
O -1.86 -1.48 3.82
O -3.12 -1.09 6.77
H -1.81 -2.52 6.23
H -3.53 -2.98 6.32
H -3.90 -1.63 4.06
H -3.05 -3.16 4.00
H -1.95 -0.52 4.10
H -3.28 -1.42 7.65
C -0.23 0.58 6.14
C -0.68 1.51 5.02
O -1.89 1.12 4.35
O -1.05 0.77 7.28
H 0.80 0.87 6.42
H -0.21 -0.49 5.88
H 0.13 1.68 4.31
H -0.85 2.46 5.53
H -2.02 1.76 3.62
H -1.71 0.05 7.23
C 2.43 3.96 -1.48
C 2.58 3.17 -0.14
O 3.62 3.70 0.62
O 3.55 3.78 -2.35
H 2.24 5.02 -1.28
H 1.55 3.57 -2.00
H 2.77 2.11 -0.30
H 1.64 3.25 0.42
H 4.48 3.40 0.26
H 4.28 4.35 -2.06
C 0.42 3.56 -5.02
C 0.78 2.62 -6.22
O 0.10 2.82 -7.48
O -0.65 3.11 -4.23
H 0.12 4.53 -5.44
H 1.32 3.74 -4.42
H 0.74 1.57 -5.89
H 1.85 2.79 -6.43
H -0.74 2.31 -7.45
H -1.49 3.19 -4.71
C 3.05 4.99 3.78
C 1.94 3.95 3.71
O 1.62 3.49 4.99
O 3.23 5.65 2.55
H 3.97 4.53 4.16
H 2.71 5.74 4.49
H 2.28 3.11 3.08
H 1.06 4.39 3.23
H 2.43 3.11 5.36
H 3.41 4.96 1.87
C -3.86 3.07 -6.31
C -3.62 1.71 -6.83
O -2.25 1.42 -7.00
O -3.56 3.11 -4.95
H -4.93 3.27 -6.47
H -3.26 3.82 -6.84
H -4.11 1.69 -7.82
H -4.06 0.89 -6.25
H -2.22 0.44 -7.17
H -4.05 3.81 -4.51
C -3.15 5.39 3.23
C -2.16 4.23 3.49
O -2.12 3.28 2.45
O -4.49 4.92 3.11
H -2.92 5.92 2.30
H -3.04 6.10 4.07
H -2.42 3.72 4.42
H -1.14 4.62 3.62
H -1.80 3.71 1.62
H -4.49 4.08 3.59
C 1.02 -4.42 4.32
C -0.43 -4.68 3.79
O -0.79 -3.84 2.65
O 1.21 -3.06 4.74
H 1.80 -4.71 3.60
H 1.15 -5.04 5.22
H -1.13 -4.50 4.62
H -0.52 -5.73 3.49
H -1.11 -2.98 3.01
H 1.26 -2.49 3.96
C 1.42 -2.95 8.38
C 2.43 -2.00 7.67
O 3.11 -1.25 8.65
O 2.04 -3.95 9.17
H 0.85 -3.49 7.62
H 0.63 -2.38 8.93
H 1.90 -1.33 6.99
H 3.15 -2.59 7.09
H 2.59 -1.24 9.46
H 2.41 -3.51 9.94
*
```